16
Properties=species:S:1:pos:R:3 method="wB97M-V/def2-TZVPD" lumo_energy_ev=0.78 de_lowest_kj_mol=97.5 total_energy_ev=-9879.050
C 1.526 -1.415 -0.235
C 0.064 -0.811 -0.118
O -0.263 -0.885 1.264
C 0.055 0.623 -0.640
C -1.174 1.509 -0.407
N -1.603 1.568 0.885
O -1.654 2.178 -1.302
H 2.314 -0.776 0.211
H 1.731 -1.512 -1.293
H 1.667 -2.421 0.213
H -0.624 -1.452 -0.684
H 0.611 -1.270 1.408
H 0.906 1.139 -0.177
H 0.211 0.593 -1.718
H -2.449 2.090 1.064
H -1.316 0.843 1.528